Formula: C67H142F30N15O30S10
Source: OMol25
Level of theory: ωB97M-V/def2-TZVPD

The geometry in XYZ format:
```
294
Properties=species:S:1:pos:R:3:forces:R:3:lowdin_charge:R:1
C -25.0799 -1.5368 -0.2957 1.2775 0.1259 -0.1309 0.019
C -25.9669 -1.2281 -1.5184 -0.5556 0.5511 1.5165 -0.460
C -25.2139 -0.4870 -2.6114 -0.3332 -2.6445 -1.2168 -0.089
C -24.5058 -1.5173 -3.5502 0.1062 1.0792 0.4557 -0.131
C -25.4925 -2.5149 -4.1121 -1.6756 0.1882 -1.1048 -0.130
C -26.3025 -3.3530 -3.1347 -1.6985 0.4384 0.0307 -0.463
N -26.6375 -2.5162 -1.9071 -1.7572 -3.4822 3.8171 0.082
O -27.3659 -3.0804 -1.0184 3.1468 2.8704 -4.3511 0.167
C -25.4949 -4.5154 -2.6241 0.7906 0.1844 0.1439 0.007
C -27.6725 -3.8403 -3.7087 1.3152 -0.2014 1.2957 0.012
C -27.1152 -0.3945 -1.0378 -1.3273 1.1684 1.6140 -0.034
H -25.5540 -1.9910 0.5946 0.0552 0.1892 -0.8053 0.106
H -24.6532 -0.5581 -0.0524 -0.3812 0.0056 0.3286 0.112
H -24.1738 -2.0727 -0.5985 -0.3370 -0.5108 0.1580 0.091
H -24.5817 0.2912 -2.2236 0.3867 -0.0098 0.3991 0.138
H -25.9447 -0.0148 -3.2347 -0.5437 0.5662 -0.3691 0.118
H -23.6859 -2.0221 -3.0500 0.2782 0.0545 0.0568 0.117
H -24.1199 -0.8783 -4.3448 0.3365 -0.5354 -0.2168 0.130
H -25.1000 -3.2499 -4.8263 0.4619 0.3087 0.2388 0.145
H -26.2622 -1.9919 -4.7103 0.4305 0.2170 0.0723 0.134
H -24.5569 -3.9876 -2.4473 0.4549 -1.0351 0.8516 0.085
H -25.2926 -5.2464 -3.4267 -0.3739 0.3742 0.2891 0.126
H -25.9588 -4.9765 -1.7449 0.5353 -0.0134 -0.1586 0.092
H -27.3397 -4.4181 -4.5455 -0.2950 -0.3295 -0.7972 0.090
H -28.2911 -3.0087 -3.9942 -0.4397 0.1558 -0.1729 0.087
H -28.1262 -4.5235 -2.9647 -0.0087 0.5377 -0.4956 0.094
H -27.6442 -0.8284 -0.1762 0.4664 -0.1093 -0.3010 0.072
H -27.8836 -0.2642 -1.7861 -0.0735 0.2791 -0.4836 0.099
H -26.7901 0.6009 -0.6665 0.0665 -0.5768 -0.5837 0.132
C -30.7712 -10.8804 -0.3804 0.6122 0.6143 1.0539 0.002
C -29.6679 -11.9071 -0.4896 -0.2334 -0.9327 2.9790 -0.435
C -29.4032 -12.3926 -1.8078 0.3806 -0.0898 -2.0322 -0.173
C -28.8258 -11.3365 -2.7519 0.8150 -1.3514 -0.5267 -0.144
C -27.4277 -10.9528 -2.2873 0.7992 -1.9995 0.2838 -0.128
C -27.3696 -10.3864 -0.8738 -1.2425 0.2002 -0.0552 -0.394
N -28.3595 -11.2210 0.0359 -1.0652 0.3605 -1.3808 0.046
O -28.2565 -11.2146 1.1889 0.9296 0.2398 1.4023 0.239
C -27.9658 -8.9364 -0.9615 1.7193 -1.1646 2.3678 0.028
C -25.9992 -10.3606 -0.2460 1.0075 -0.8764 -0.4079 -0.001
C -30.0067 -13.1531 0.4713 -0.3540 0.8236 -2.3854 0.035
H -30.5938 -10.0006 -0.9729 0.1430 0.4083 -0.2881 0.068
H -30.7932 -10.5955 0.6798 -0.4928 0.1417 -0.2120 0.092
H -31.7212 -11.2828 -0.6906 -0.2567 -0.4379 0.0383 0.105
H -30.3487 -12.7481 -2.1759 -0.4279 -0.2943 -0.4199 0.132
H -28.7624 -13.2690 -1.7048 0.2915 0.0015 -0.5094 0.146
H -29.4220 -10.4481 -2.8785 -0.6201 0.0573 -0.0945 0.100
H -28.7527 -11.8926 -3.7074 0.0867 0.8551 0.1509 0.138
H -26.9291 -10.2697 -2.9640 0.0585 0.2563 -0.0435 0.138
H -26.8239 -11.8979 -2.2925 -0.2634 0.7401 -0.1185 0.146
H -27.0131 -8.4766 -1.1953 -0.3795 1.0071 -0.4428 0.080
H -28.2096 -8.5936 0.0653 -0.2535 0.0923 -0.7671 0.106
H -28.7123 -8.8519 -1.7046 -0.7706 0.3502 -0.5033 0.062
H -25.9289 -10.1449 0.8115 -0.4491 0.0226 0.1371 0.073
H -25.4287 -9.5820 -0.7434 0.0030 0.2319 -0.0553 0.104
H -25.4099 -11.2784 -0.4519 -0.6080 0.2345 0.2116 0.117
H -30.5153 -13.8942 -0.2052 0.2170 0.7439 0.8098 0.115
H -30.6196 -12.8559 1.2895 -0.4937 0.1572 0.5477 0.050
H -29.1443 -13.6406 0.8455 1.0280 -0.3257 0.3514 0.084
C -25.6822 -4.3579 5.2988 -0.7559 1.1867 1.9466 0.046
C -25.7496 -3.7155 6.7536 -0.2196 -1.5397 -0.5007 -0.416
C -25.0934 -2.3688 6.8385 -0.5793 -0.6729 -1.1539 -0.123
C -25.8025 -1.3621 5.9519 1.1932 1.3169 -0.8757 -0.160
C -27.1840 -1.0684 6.4597 -0.3017 -0.5871 0.8164 -0.119
C -28.0427 -2.3128 6.6418 -1.0576 -0.5965 0.8444 -0.392
N -27.2671 -3.6019 7.0281 3.6212 4.3687 -1.9100 -0.023
O -27.8268 -4.5154 7.3905 -2.6339 -3.6203 1.7029 0.234
C -28.7315 -2.7195 5.3342 -0.3049 0.0618 0.7322 0.010
C -29.0973 -2.1158 7.8087 0.5344 -0.9596 -2.0510 0.022
C -25.1110 -4.6685 7.7730 -1.0361 -0.6745 -1.7634 0.008
H -26.3010 -5.2556 5.3173 0.7040 -0.2924 -0.3686 0.099
H -24.6240 -4.3849 5.0915 0.2547 -0.8619 -0.2535 0.102
H -26.0984 -3.6438 4.6281 -0.3880 0.2604 -0.8248 0.052
H -24.1116 -2.5522 6.4131 0.4110 0.2156 0.3608 0.142
H -25.0318 -2.1280 7.8943 0.1902 0.6640 0.0513 0.138
H -25.7417 -1.6110 4.8516 -0.1769 0.0059 1.2073 0.138
H -25.1865 -0.4528 6.0467 -0.4277 -0.0295 -0.2445 0.136
H -27.7882 -0.3194 5.9095 0.4894 -0.4077 0.1307 0.137
H -27.0771 -0.7475 7.4897 0.1978 0.7931 0.1503 0.126
H -28.0315 -2.6026 4.5508 0.8163 -0.0453 -1.0227 0.063
H -29.4123 -1.8673 5.2013 -0.6260 -0.8049 -0.2768 0.096
H -29.1036 -3.7782 5.3132 -0.2797 1.2461 0.0740 0.111
H -28.7062 -2.3610 8.7823 0.2150 0.4980 0.3886 0.094
H -29.8340 -2.8513 7.5644 -0.7828 -0.4957 0.2887 0.047
H -29.5855 -1.1569 7.6839 0.3274 0.3210 0.3231 0.105
H -24.0791 -4.7842 7.4326 -0.0476 0.0378 0.5889 0.120
H -25.5995 -5.6493 7.7931 0.2240 0.1001 -0.2697 0.092
H -25.2648 -4.2476 8.7211 0.5324 0.5781 1.5694 0.076
C -36.3625 -10.9496 9.0827 1.0174 -1.2599 -0.0717 0.049
N -35.0564 -11.5241 8.4811 -0.8902 0.8042 -0.8215 -0.318
C -34.4723 -12.6858 9.2255 0.2178 -0.2015 -0.7892 0.032
C -35.4646 -11.9903 7.0899 -0.2979 -0.4867 -0.0077 0.008
C -34.0626 -10.3628 8.3327 -0.5145 -0.6190 -0.4923 -0.090
C -32.7791 -10.8269 7.6858 0.5694 0.6364 0.0279 -0.224
O -31.9568 -11.3017 8.7327 -0.5530 -0.3929 0.3461 -0.087
H -36.6165 -10.0318 8.5740 0.0681 0.1807 -0.0947 0.084
H -36.2581 -10.8200 10.1568 0.2119 0.1361 -0.0622 0.113
H -37.0872 -11.7259 8.8820 -0.4293 0.0747 0.2269 0.095
H -33.5004 -12.8414 8.7106 -0.6652 -0.4051 0.7431 0.107
H -35.1589 -13.5301 9.0887 0.2807 0.1369 0.0337 0.117
H -34.3320 -12.5166 10.2942 -0.0168 0.4022 -0.2451 0.112
H -35.5492 -11.0870 6.5224 -0.7080 0.5280 -0.3751 0.102
H -36.4049 -12.5752 7.1619 0.5529 0.6054 -0.0339 0.118
H -34.7685 -12.5913 6.4916 0.3546 -0.0080 1.0291 0.095
H -33.8876 -10.0596 9.3387 0.4392 0.3381 0.7795 0.124
H -34.5536 -9.5137 7.8437 -0.0416 -0.6438 -0.1175 0.090
H -32.2482 -9.9954 7.1834 -0.5274 -0.1326 0.1329 0.122
H -32.9223 -11.5891 6.9037 -0.1145 0.3386 0.5265 0.089
H -31.0629 -11.0396 8.5133 0.9070 -0.0988 -0.2353 0.005
C -28.5217 -9.1823 12.6339 0.3840 0.1390 -0.2795 0.013
N -29.3881 -8.7654 11.4892 -2.1532 1.8594 -0.0002 -0.304
C -30.0801 -7.4026 11.9624 -0.4406 -1.0882 -1.2509 0.043
C -28.7200 -8.4983 10.1362 -0.1189 -0.6447 1.1782 0.022
C -30.4470 -9.8282 11.1354 0.1992 0.2883 0.0662 -0.109
C -31.3613 -10.1265 12.3156 0.9430 -1.4076 -0.2857 -0.194
O -30.6275 -10.8461 13.3079 0.0903 0.1662 0.5350 -0.072
H -27.8690 -8.3383 12.7940 0.5265 0.0309 0.1461 0.105
H -27.9677 -10.0833 12.3729 -0.0127 0.1059 -0.0434 0.122
H -29.1007 -9.3683 13.5451 0.0063 0.1000 -0.5659 0.105
H -29.3691 -6.5944 11.9968 0.5608 -0.0704 -0.1648 0.097
H -30.5088 -7.5143 12.9310 0.1005 -0.4319 0.8699 0.084
H -30.9438 -7.0991 11.3357 0.7465 -0.5518 -0.2687 0.105
H -28.0764 -7.6033 10.1942 -0.2103 -0.6390 -0.0453 0.115
H -29.5886 -8.3720 9.4803 0.6815 0.2350 -0.2403 0.087
H -28.2054 -9.4523 9.9036 -0.0050 0.8956 -0.2191 0.114
H -29.8686 -10.6766 10.7249 -0.4309 0.2047 0.4692 0.148
H -31.0611 -9.4156 10.3162 0.2812 -0.0778 0.3804 0.118
H -32.1293 -10.8189 11.9875 -0.5540 0.5548 -0.4197 0.126
H -31.7269 -9.1394 12.6119 -0.4809 -0.4854 0.6432 0.113
H -31.0831 -11.6002 13.7303 -0.0999 0.8051 -0.5897 0.124
C -33.7084 -1.9510 3.8177 0.3925 0.5170 -0.6631 -0.035
C -34.1930 -0.7507 2.9937 0.9875 -0.4369 -1.2687 -0.311
C -35.6812 -0.5024 3.1690 -0.4368 0.3044 -1.8394 -0.168
O -36.1690 0.6817 2.5300 0.7312 -0.1269 0.5027 -0.181
C -36.2530 0.7216 1.1073 0.6279 0.0366 -0.0121 -0.071
N -33.4478 0.5068 3.3260 -3.4260 1.1747 0.5338 0.215
H -34.0173 0.9363 4.0614 0.0966 0.3373 -0.0378 0.170
H -32.5624 0.3679 3.7568 1.8516 -0.7591 0.4135 0.014
H -33.3703 1.2585 2.6266 -0.0036 -0.6557 -0.2052 0.144
H -33.7237 -1.6665 4.8608 0.1063 -0.3905 0.4681 0.090
H -32.7190 -2.3111 3.4820 -0.2300 0.6108 0.3744 0.078
H -34.3623 -2.7778 3.5813 -0.5103 -0.1583 0.2815 0.066
H -33.8913 -0.9771 1.9601 -0.6375 0.1601 0.1217 0.130
H -35.9453 -0.3670 4.1981 0.0272 0.0332 0.8220 0.125
H -36.2087 -1.3848 2.7988 -0.0377 -0.1211 -0.0271 0.134
H -37.0377 0.0615 0.7673 -0.4083 -0.0905 -0.1930 0.086
H -35.3261 0.4276 0.5796 -0.1018 0.0209 0.4224 0.088
H -36.4456 1.7673 0.8407 -0.1812 -0.3743 0.1003 0.104
C -32.3980 -7.9591 4.3661 0.5155 -0.3398 -0.5891 -0.032
C -31.6595 -6.6591 4.4109 -0.2109 0.7522 -0.6618 -0.282
C -30.7663 -6.4787 3.1988 -0.2706 0.4075 -0.2996 -0.170
O -30.1871 -5.1828 3.3239 -0.3870 -0.7353 0.5183 -0.193
C -29.4541 -4.7094 2.2074 -0.2031 0.3884 0.9167 -0.067
N -32.6887 -5.4894 4.3733 0.3536 0.0917 0.8299 0.234
H -32.2395 -4.5763 4.2274 0.3713 -0.3545 0.2235 0.132
H -33.3328 -5.5343 3.5776 0.0094 -0.5592 0.0537 0.111
H -33.2249 -5.4931 5.2743 0.2969 -0.1026 -0.7309 0.108
H -32.8723 -8.1393 5.3191 -0.0625 -0.3549 0.1631 0.057
H -31.5951 -8.6960 4.1464 -0.9469 0.0109 0.2922 0.075
H -33.1611 -7.9684 3.5704 0.3546 -0.1162 0.1772 0.085
H -31.0968 -6.5916 5.3493 -0.2321 0.3959 -0.4591 0.118
H -31.3832 -6.6142 2.2919 0.2039 0.6530 0.2616 0.111
H -30.0379 -7.2960 3.1198 0.2905 0.2293 0.4346 0.142
H -28.8682 -5.4822 1.7919 0.8327 -0.9265 -0.4928 0.061
H -28.7822 -3.9420 2.6020 -0.2022 -0.0154 -0.3877 0.081
H -30.1442 -4.3433 1.4749 -0.3057 0.5309 -0.5593 0.066
C -35.9988 -14.2243 -2.7552 0.5749 0.4044 0.4266 -0.022
C -36.7245 -14.1318 -1.4215 -1.4035 2.4088 -0.0548 -0.270
C -36.9217 -12.6419 -0.9217 0.2385 -1.5609 1.7317 -0.150
O -37.9934 -12.5633 0.0251 0.3746 -1.1221 -0.5519 -0.228
C -38.1687 -11.2870 0.6341 -0.0641 0.0436 -0.3571 -0.061
N -38.1398 -14.6091 -1.5677 -1.5187 -0.6775 -0.3392 0.206
H -38.2238 -15.6227 -1.6471 0.2519 -0.1987 0.1119 0.181
H -38.7089 -14.3173 -0.7513 0.4043 0.0982 -0.1056 0.169
H -38.6605 -14.2672 -2.3916 0.5484 0.2543 0.1773 0.189
H -35.8279 -15.2459 -3.0241 -0.1838 -0.7464 -0.3031 0.084
H -34.9714 -13.8231 -2.6844 -0.5971 0.1748 0.0895 0.105
H -36.5438 -13.7089 -3.5639 0.2231 -0.1430 0.3906 0.105
H -36.3741 -14.7034 -0.5954 0.8259 -0.6021 0.3687 0.149
H -37.1633 -12.0387 -1.7302 -0.3082 1.3104 -1.8166 0.105
H -36.0019 -12.2995 -0.4562 0.3052 0.0445 -0.0572 0.136
H -37.3937 -11.1475 1.4076 -0.1856 0.3383 -0.4969 0.100
H -39.1475 -11.3143 1.1171 0.1590 0.0271 -0.0587 0.098
H -38.1928 -10.5173 -0.1709 0.2571 -0.1861 0.7899 0.105
C -36.8720 0.0570 8.9644 -0.6284 -0.0042 2.1118 -0.018
C -38.2680 -0.5776 9.1482 1.1466 0.1023 1.0137 -0.290
C -38.2946 -2.0005 8.7011 -0.7920 -1.4004 -0.3844 -0.180
O -39.3823 -2.6900 9.3739 0.6313 -0.2374 -1.2211 -0.207
C -39.5233 -4.0671 8.9171 -0.9618 0.4432 -0.0717 -0.041
N -38.5869 -0.6329 10.6497 -1.5213 -0.0748 -0.3236 0.221
H -38.9905 0.2378 10.9934 -0.0884 0.1411 -0.1201 0.175
H -39.3294 -1.3941 10.7292 0.9838 0.5951 0.1310 0.180
H -37.7971 -0.8173 11.2582 0.3093 -0.4207 -0.0838 0.168
H -36.5643 0.1204 7.9522 0.1151 0.1128 -0.9446 0.073
H -36.1097 -0.5079 9.5450 -0.4801 0.0576 -0.4914 0.101
H -36.8934 1.0477 9.4377 0.1053 0.0064 -0.5003 0.098
H -39.0748 -0.0194 8.6940 -0.1199 0.2674 -0.0059 0.161
H -37.3672 -2.5146 8.9667 0.1339 0.0056 -0.1663 0.135
H -38.4191 -1.9904 7.5964 0.0345 -0.2899 0.5664 0.156
H -39.8862 -4.1673 7.8951 0.3995 0.6475 -0.3803 0.096
H -40.3337 -4.5336 9.4515 -0.1109 0.1410 0.7928 0.093
H -38.6362 -4.6533 9.0394 0.7764 -0.0685 0.1697 0.075
C -35.9396 -3.7960 -4.9466 0.6455 -0.8749 0.6503 -0.014
C -35.8889 -5.2507 -4.4318 0.3631 0.9399 0.5708 -0.236
C -34.5572 -5.9362 -4.6239 -0.9979 0.4312 -1.7735 -0.234
O -33.5830 -5.1897 -4.0181 -1.8031 1.4593 0.9219 -0.191
C -32.3209 -5.6530 -4.1703 1.0902 -3.1530 -0.0325 -0.101
N -36.1390 -5.2250 -2.8550 0.1279 -1.2500 -1.7324 0.252
H -36.1061 -6.1655 -2.4387 -0.4265 -0.0362 -0.0551 0.123
H -35.4032 -4.7714 -2.3412 0.8208 0.8128 -0.0028 0.109
H -37.0129 -4.7807 -2.6485 -0.6591 0.2472 0.2819 0.158
H -36.9782 -3.4842 -4.9261 0.0241 0.4469 -0.1942 0.088
H -35.5013 -3.7403 -5.9585 -0.4480 -0.0508 0.4248 0.112
H -35.3061 -3.2007 -4.2785 -0.2677 0.2111 -0.2785 0.087
H -36.6712 -5.8197 -4.9361 -0.1041 -0.2302 0.6060 0.155
H -34.3865 -5.9909 -5.7126 -0.0731 0.0325 0.0405 0.154
H -34.6682 -6.9648 -4.3259 0.5115 -0.7491 0.7604 0.128
H -32.3884 -6.7804 -3.9240 0.7931 1.3169 -0.5208 0.123
H -31.7008 -5.1954 -3.4350 0.5600 0.4321 0.4563 0.073
H -31.9110 -5.5019 -5.1764 -0.0911 -0.0727 0.0545 0.108
C -28.3032 -9.1207 6.2033 0.7603 -1.3640 -0.4560 -0.581
F -27.1068 -9.1987 6.8658 -1.1677 1.0730 -0.5831 0.097
F -29.0253 -8.0378 6.5885 0.9071 -1.2727 -0.1316 0.112
F -28.0764 -9.0332 4.8789 0.0241 0.3715 0.8564 0.106
S -29.0463 -10.8427 6.5615 -1.5791 2.3506 -0.2769 0.709
O -27.9891 -11.7974 6.4844 -0.7430 0.0690 -0.8473 -0.225
O -29.5399 -10.5557 7.9071 -0.2743 -0.3582 -0.3227 -0.344
N -30.3599 -10.7238 5.4901 2.6020 -0.7107 2.5743 -0.278
S -30.5016 -11.6187 4.2056 3.0214 -0.6362 1.7919 0.523
O -31.2878 -10.8375 3.3565 -2.1480 1.1463 -2.7296 -0.285
O -29.2927 -12.2126 3.6708 -1.3992 -0.0648 0.8007 -0.270
C -31.6899 -12.9215 4.7703 0.5401 -0.1482 1.4992 -0.662
F -31.4683 -13.5420 5.9528 1.3429 -0.1545 -0.7597 0.131
F -32.8844 -12.3916 5.0301 -0.9709 0.5987 -1.4861 0.098
F -31.7161 -13.7809 3.7840 -0.6988 -0.9196 -0.3789 0.162
C -22.5933 -3.9635 2.1834 1.4346 2.5337 0.7055 -0.603
F -21.5323 -3.3582 1.5847 -0.9467 0.1796 0.5554 0.108
F -22.1945 -4.1911 3.4764 -1.1527 -0.0795 -1.6119 0.111
F -23.6625 -3.0879 2.1888 1.0794 -0.7834 0.4069 0.068
S -22.9353 -5.3387 1.1150 -1.9593 0.1234 -1.0421 0.580
O -23.4199 -4.7509 -0.1367 0.0879 -0.5696 1.7540 -0.293
O -21.7345 -6.0475 1.1075 1.8597 -1.2179 -0.2174 -0.214
N -23.9834 -6.0811 2.0453 0.4060 1.0182 0.3515 -0.285
S -25.4578 -6.3219 1.6775 2.4140 -1.7007 -2.0628 0.525
O -26.4245 -5.3720 2.0580 -1.4740 1.4060 0.9274 -0.270
O -25.5157 -6.8639 0.3404 -1.2084 0.0006 -0.5665 -0.305
C -25.6277 -7.8143 2.6693 -1.3608 1.3178 0.8792 -0.712
F -24.8247 -8.7264 2.2530 0.4900 -1.5167 -0.7029 0.193
F -25.3815 -7.6382 3.9662 -0.4801 0.1756 0.2963 0.142
F -26.9447 -8.1574 2.5022 0.4712 -0.6678 0.2860 0.072
C -33.4311 -8.0285 0.0872 1.5273 -1.3190 1.1116 -0.633
F -33.8992 -9.1717 0.6307 -0.2626 0.3001 -0.4533 0.112
F -32.3123 -7.7383 0.8090 -0.7249 0.2635 -0.5707 0.088
F -33.0066 -8.3098 -1.1444 -0.6309 0.4955 -0.1540 0.136
S -34.7051 -6.7334 0.3510 0.6506 0.4052 -0.0082 0.598
O -35.7730 -7.1135 -0.5490 0.2394 0.2334 0.2690 -0.298
O -34.8612 -6.8146 1.7774 -0.4389 0.1889 -0.2187 -0.273
N -33.9700 -5.4382 -0.1483 -0.2504 0.0118 -0.2449 -0.300
S -33.6360 -4.1046 0.6564 -2.5582 -0.2409 -0.4085 0.615
O -34.8175 -3.3000 0.9549 1.0913 -0.6296 -0.8706 -0.283
O -32.7559 -4.2610 1.7551 1.4141 -0.3514 1.0012 -0.277
C -32.7176 -3.2779 -0.7245 0.1938 0.1320 -0.0681 -0.659
F -32.8342 -1.9811 -0.4593 0.6307 0.0099 -0.1871 0.142
F -31.4361 -3.6622 -0.8625 -0.6167 0.4060 0.7276 0.145
F -33.2907 -3.5284 -1.8888 -0.4982 0.1107 -0.3224 0.132
C -32.5292 -4.7799 8.5465 1.9193 -1.4001 1.1594 -0.658
F -31.1554 -4.7313 8.6266 -0.7188 1.0820 0.2093 0.071
F -33.0242 -4.6402 9.7669 -0.0611 0.3688 -0.1760 0.156
F -32.9756 -3.8388 7.7685 -0.1680 0.3611 -0.6314 0.181
S -32.7089 -6.5436 8.0194 -2.6973 -0.6338 0.0348 0.607
O -31.5270 -6.9039 7.3240 0.6328 0.0454 -0.2149 -0.277
O -33.0217 -7.2408 9.2402 0.0874 0.1306 -0.3513 -0.270
N -33.9154 -6.4652 6.9627 1.6853 0.2493 -0.2048 -0.323
S -35.4476 -6.6176 7.1646 -0.4830 1.2827 2.5446 0.620
O -35.7950 -7.9408 7.6288 -0.5316 0.5212 -0.4678 -0.296
O -36.0568 -5.4654 7.8386 0.4736 -1.3963 -0.9413 -0.299
C -35.9663 -6.4803 5.4260 2.4622 -1.2072 -0.5063 -0.757
F -37.2213 -6.4675 5.3698 -3.5761 -0.3530 -0.0283 0.233
F -35.5322 -5.4051 4.7982 0.7910 1.1870 -0.0734 0.149
F -35.4668 -7.5403 4.7501 -0.2387 0.0167 0.1891 0.118
C -30.0999 -0.2687 1.9009 1.8001 -2.1259 -3.5258 -0.601
F -31.2330 -0.6259 1.2598 -0.4747 0.2238 1.0240 0.109
F -29.4409 -1.4452 2.1571 -0.5913 0.6956 0.6210 0.088
F -29.3602 0.2818 0.9002 -0.1682 0.6613 0.9485 0.102
S -30.2955 0.7612 3.3347 1.9872 -1.1006 0.9218 0.509
O -31.1285 -0.1413 4.0961 -0.6234 -0.6722 1.1010 -0.308
O -28.9911 0.9215 3.8820 0.3509 0.3903 -0.2015 -0.231
N -31.0964 1.8869 2.8012 -1.0844 2.5222 -1.2087 -0.296
S -30.6967 3.4263 2.3148 1.3152 -1.2997 0.8440 0.692
O -29.6527 3.9095 3.1802 -0.7888 -0.0267 -1.1847 -0.239
O -30.7323 3.5435 0.8862 0.4556 -0.1150 0.9278 -0.237
C -32.2610 4.1502 2.8320 -0.4533 -0.4852 0.2684 -0.685
F -32.6481 3.8444 4.0618 0.2908 -0.0073 0.6365 0.146
F -32.1157 5.4551 2.7490 -0.8892 -0.1235 -0.6170 0.191
F -33.2033 3.5533 2.0430 0.0403 1.2522 -0.1540 0.096
```
Positions in Å, forces in eV/Å.

Results
E_HOMO in eV: -15.8
Charge: +5
M in Da: 2528.56